1.
C14H11N | wB97M-V/def2-TZVPD

Summary:
orbital gap: 8.4 eV
relative energy (zero: lowest compared OMol25 entry of this formula, charge and spin): 0.0 kJ/mol
SMILES: Nc1ccc2ccc3ccccc3c2c1
calculated total energy: -16186.6620 eV
charge: 0
highest occupied orbital energy: -7.700 eV
LUMO: 0.7 eV
multiplicity: 1

The geometry in XYZ format:
```
26
C14H11N wB97M-V/def2-TZVPD
N -3.765 -1.732 -0.152
C -2.777 -0.694 0.013
C -3.203 0.632 -0.031
C -2.213 1.623 0.057
C -0.851 1.269 0.082
C 0.055 2.389 -0.048
C 1.355 2.107 -0.098
C 1.890 0.746 -0.005
C 3.279 0.552 0.093
C 3.755 -0.762 -0.091
C 2.901 -1.828 -0.065
C 1.532 -1.625 0.034
C 1.026 -0.347 0.057
C -0.435 -0.080 0.109
C -1.452 -1.040 0.034
H -3.440 -2.697 0.127
H -4.618 -1.507 0.390
H -4.294 0.916 -0.184
H -2.523 2.665 0.036
H -0.299 3.398 -0.154
H 2.046 2.871 -0.330
H 4.003 1.388 0.256
H 4.844 -0.806 0.089
H 3.376 -2.830 -0.118
H 0.954 -2.492 -0.032
H -1.146 -2.114 -0.070
```

These are the Löwdin partial charges, in e, on atoms 1 to 4:
1 N 0.0508
2 C -0.3349
3 C -0.0341
4 C -0.0302



2.
C5H11O2 | wB97M-V/def2-TZVPD

Summary:
<S²>: 0.756
orbital gap (spin up / spin down): 11.0 / 8.1 eV
relative energy (zero: lowest compared OMol25 entry of this formula, charge and spin): 270.9 kJ/mol
calculated total energy: -9453.6403 eV
charge: 0
highest occupied orbital energy (spin up / spin down): -10.074 / -9.791 eV
LUMO (spin up / spin down): 0.9 / -1.7 eV
multiplicity: 2

The geometry in XYZ format:
```
18
C5H11O2 wB97M-V/def2-TZVPD
C -0.887 1.481 -1.884
O -0.847 1.169 -3.174
C 0.183 0.580 -1.085
C 0.620 0.939 0.372
C 0.001 -0.280 1.217
C 0.553 -1.727 0.846
O 0.106 -2.625 1.889
H -1.778 1.252 -1.359
H -0.597 2.705 -1.514
H 0.942 0.312 -1.755
H -0.514 -0.292 -1.121
H 1.701 0.774 0.310
H 0.206 1.895 0.753
H -1.136 -0.129 1.208
H 0.363 0.126 2.115
H 1.669 -1.577 0.965
H 0.184 -2.221 -0.109
H -0.768 -2.382 2.326
```

These are the Löwdin partial charges, in e, on atoms 1 to 4:
1 C -0.3648
2 O 0.0229
3 C -0.1775
4 C -0.1607



3.
C12H14BF5N6Ti | wB97M-V/def2-TZVPD

Summary:
<S²>: 2.008
orbital gap (spin up / spin down): 7.5 / 7.0 eV
calculated total energy: -58988.3261 eV
charge: 0
highest occupied orbital energy (spin up / spin down): -7.190 / -8.468 eV
LUMO (spin up / spin down): 0.3 / -1.5 eV
multiplicity: 3

The geometry in XYZ format:
```
39
C12H14BF5N6Ti wB97M-V/def2-TZVPD
H -0.698 2.921 1.863
N -0.112 1.648 0.254
B 0.568 0.695 -1.998
N 0.447 1.861 -0.975
C 0.735 3.170 -1.096
Ti -0.707 -0.577 0.729
H 1.193 3.517 -2.000
C 0.301 3.815 0.059
H 0.317 4.864 0.255
C -0.240 2.838 0.889
H 0.989 1.059 -3.072
C -1.192 -2.500 1.187
H -1.302 -2.487 2.268
H -0.533 -3.295 0.867
H -2.229 -2.577 0.788
N -0.869 0.097 -2.123
N 1.490 -0.379 -1.367
N -1.467 -0.457 -0.981
N 1.160 -1.056 -0.202
C -1.655 -0.087 -3.175
C 2.619 -0.890 -1.891
H -1.333 0.286 -4.148
H 3.010 -0.471 -2.793
C -2.850 -0.695 -2.756
C 3.078 -1.899 -1.030
C -2.719 -0.893 -1.382
C 2.148 -1.971 0.019
H -3.698 -0.911 -3.361
H 3.962 -2.485 -1.156
H -3.358 -1.389 -0.663
H 2.112 -2.651 0.852
H -1.203 0.947 1.066
F 1.394 0.806 2.294
C 0.483 -0.189 2.642
F 1.232 -1.364 2.761
C -0.132 0.117 4.009
F 0.843 0.409 4.905
F -1.003 1.167 4.010
F -0.784 -0.995 4.452
```

These are the Löwdin partial charges, in e, on atoms 1 to 4:
1 H 0.1207
2 N -0.0671
3 B -0.4629
4 N 0.0086



4.
C38H36AsBFN4O6RuS | wB97M-V/def2-TZVPD

Summary:
<S²>: 6.021
orbital gap (spin up / spin down): 7.9 / 6.8 eV
relative energy (zero: lowest compared OMol25 entry of this formula, charge and spin): 15.6 kJ/mol
calculated total energy: -135883.5402 eV
charge: +1
highest occupied orbital energy (spin up / spin down): -10.007 / -10.505 eV
LUMO (spin up / spin down): -2.1 / -3.7 eV
multiplicity: 5

The geometry in XYZ format:
```
89
C38H36AsBFN4O6RuS wB97M-V/def2-TZVPD
Ru -0.463 -0.817 0.653
S 1.739 -0.012 0.438
C 2.948 -1.202 0.013
C 4.257 -0.768 -0.187
C 5.250 -1.680 -0.487
C 4.946 -3.026 -0.624
C 3.641 -3.462 -0.453
C 2.638 -2.566 -0.108
As 0.781 -3.035 0.256
C 0.680 -4.996 0.191
C 0.332 -5.758 1.301
C 0.081 -7.112 1.156
C 0.157 -7.705 -0.094
C 0.499 -6.949 -1.206
C 0.748 -5.596 -1.066
C 0.826 -2.661 2.193
C 2.009 -2.491 2.907
C 1.996 -1.911 4.166
C 0.803 -1.477 4.725
C -0.393 -1.683 4.052
C -0.390 -2.273 2.792
H 4.476 0.284 -0.101
H 6.266 -1.340 -0.616
H 5.723 -3.737 -0.861
H 3.389 -4.510 -0.572
H 0.262 -5.285 2.275
H -0.197 -7.702 2.017
H -0.068 -8.754 -0.207
H 0.543 -7.407 -2.182
H 0.993 -4.974 -1.926
H 2.948 -2.818 2.472
H 2.920 -1.785 4.710
H 0.801 -0.989 5.687
H -1.328 -1.402 4.516
H -1.330 -2.580 2.322
C 1.753 8.022 2.598
C 1.649 8.319 1.094
C 0.312 9.006 0.774
C 2.776 9.279 0.709
C 1.716 6.980 0.372
C 2.840 6.535 -0.323
C 2.921 5.277 -0.911
C 1.824 4.454 -0.784
O 1.602 3.166 -1.232
B 0.341 2.872 -0.828
O -0.268 3.903 -0.144
C 0.684 4.899 -0.112
C 0.605 6.139 0.469
H 1.634 8.938 3.170
H 2.726 7.594 2.827
H 0.992 7.312 2.912
H 0.318 10.031 1.136
H -0.527 8.498 1.240
H 0.148 9.023 -0.301
H 2.687 10.191 1.297
H 2.719 9.548 -0.344
H 3.755 8.855 0.911
H 3.691 7.190 -0.416
H 3.808 4.958 -1.434
H -0.291 6.428 0.989
F -6.249 2.405 1.099
C -5.660 2.004 -0.034
C -4.516 2.581 -0.441
N -3.881 2.195 -1.587
C -2.494 2.546 -1.777
C -1.649 1.561 -0.980
O -0.330 1.676 -1.008
O -2.170 0.653 -0.374
C -4.354 1.134 -2.358
O -3.748 0.714 -3.308
N -5.554 0.618 -1.941
C -6.243 0.875 -0.756
O -7.160 0.178 -0.403
H -4.057 3.372 0.132
H -2.304 3.574 -1.467
H -2.236 2.432 -2.837
H -5.905 -0.155 -2.500
C -3.702 -0.985 1.782
C -3.541 -1.872 0.602
N -2.397 -2.125 -0.004
C -2.676 -2.948 -1.055
C -4.015 -3.205 -1.075
N -4.548 -2.519 -0.019
H -2.802 -0.356 1.873
H -3.835 -1.559 2.700
H -4.576 -0.348 1.671
H -1.895 -3.282 -1.713
H -4.617 -3.795 -1.734
H -5.522 -2.505 0.247
```

These are the Löwdin partial charges, in e, on atoms 1 to 4:
1 Ru 0.8572
2 S 0.6665
3 C -0.6723
4 C -0.1109



5.
C16H31N4O7RuS2 | wB97M-V/def2-TZVPD

Summary:
<S²>: 8.758
orbital gap (spin up / spin down): 8.8 / 7.2 eV
relative energy (zero: lowest compared OMol25 entry of this formula, charge and spin): 80.9 kJ/mol
calculated total energy: -61638.6547 eV
charge: 0
highest occupied orbital energy (spin up / spin down): -8.531 / -8.366 eV
LUMO (spin up / spin down): 0.3 / -1.2 eV
multiplicity: 6

The geometry in XYZ format:
```
61
C16H31N4O7RuS2 wB97M-V/def2-TZVPD
Ru -0.203 -0.428 -0.031
N -0.568 -2.715 -1.125
C 0.380 -3.157 -2.123
C 1.792 -3.100 -1.521
N 2.102 -1.862 -0.807
C 2.767 -0.854 -1.631
C 1.890 -0.193 -2.700
N 0.777 0.456 -2.050
C 2.888 -2.132 0.402
C 2.174 -1.784 1.728
N 0.735 -1.941 1.652
H -0.769 -3.426 -0.429
H -1.446 -2.419 -1.538
H 0.284 -2.508 -2.993
H 0.207 -4.196 -2.453
H 2.535 -3.292 -2.309
H 1.845 -3.927 -0.807
H 3.665 -1.287 -2.101
H 3.050 -0.053 -0.946
H 1.526 -0.912 -3.435
H 2.536 0.526 -3.232
H -0.003 0.714 -2.644
H 1.065 1.251 -1.480
H 3.813 -1.549 0.378
H 3.178 -3.188 0.422
H 2.359 -0.732 1.934
H 2.621 -2.394 2.530
H 0.266 -1.510 2.444
H 0.441 -2.904 1.547
O -1.209 1.732 -0.394
S -1.925 1.734 0.889
O -1.905 3.020 1.550
O -1.427 0.660 1.759
C -3.649 1.499 0.411
C -4.534 2.514 0.738
C -5.828 2.499 0.246
C -6.243 1.466 -0.579
C -5.361 0.449 -0.898
C -4.067 0.474 -0.410
S -2.998 -0.900 -0.824
O -1.985 -0.442 -1.787
O -3.842 -1.930 -1.400
O -2.378 -1.354 0.428
H -4.181 3.309 1.373
H -6.507 3.300 0.496
H -7.248 1.448 -0.972
H -5.645 -0.370 -1.538
C 1.389 1.590 2.886
C 1.958 1.827 1.469
C 3.505 1.968 1.563
C 1.389 3.159 0.922
O 1.663 0.805 0.605
H 1.417 2.507 3.468
H 1.955 0.825 3.419
H 0.354 1.266 2.794
H 3.752 2.898 2.067
H 3.933 1.989 0.564
H 3.950 1.141 2.114
H 1.665 3.991 1.565
H 0.304 3.100 0.865
H 1.792 3.342 -0.073
```

These are the Löwdin partial charges, in e, on atoms 1 to 4:
1 Ru 1.6323
2 N -0.0298
3 C -0.2229
4 C -0.1803



6.
C25H27Cl3N2O3Sn | wB97M-V/def2-TZVPD

Summary:
orbital gap (spin up / spin down): 3.8 / 2.8 eV
relative energy (zero: lowest compared OMol25 entry of this formula, charge and spin): 0.0 kJ/mol
calculated total energy: -78887.5359 eV
charge: -2
highest occupied orbital energy (spin up / spin down): 0.043 / 1.099 eV
LUMO (spin up / spin down): 3.9 / 3.9 eV
multiplicity: 1

The geometry in XYZ format:
```
61
C25H27Cl3N2O3Sn wB97M-V/def2-TZVPD
C -0.424 0.739 -2.916
C -1.308 -0.345 -2.744
C -0.535 -1.542 -2.581
C -2.785 -0.292 -2.781
C 0.830 -1.194 -2.614
C 0.935 0.229 -2.907
C 2.096 0.946 -3.153
C -0.808 2.141 -3.108
C -1.097 -2.907 -2.456
C 1.973 -2.108 -2.443
Sn -0.560 0.627 1.094
Cl -2.979 0.761 0.894
Cl 0.551 2.604 0.568
Cl -0.028 -1.685 0.728
H -3.153 0.695 -2.480
H -3.215 -1.043 -2.106
H -3.160 -0.497 -3.795
H -1.923 -2.948 -1.732
H -0.317 -3.614 -2.146
H -1.495 -3.249 -3.426
H 1.809 -2.825 -1.623
H 2.871 -1.520 -2.219
H 2.162 -2.687 -3.362
H 3.051 0.509 -2.873
H 2.367 2.373 -2.027
H 2.069 1.789 -3.843
H -1.695 2.388 -2.511
H -1.050 2.334 -4.163
H 0.008 2.803 -2.808
O 2.053 3.175 -1.533
H 2.711 3.320 -0.839
O -1.376 2.657 3.486
C -0.730 1.732 3.933
N -0.246 1.548 5.235
C 0.464 0.304 5.413
C 0.699 -0.062 3.928
O 1.586 -0.728 3.432
N -0.269 0.615 3.205
C 1.718 0.577 6.247
C 2.979 0.144 5.843
C 4.114 0.453 6.601
C 3.987 1.197 7.780
C 2.716 1.614 8.197
C 1.582 1.297 7.443
C -0.449 -0.763 6.016
C -0.185 -1.383 7.241
C -1.105 -2.304 7.765
C -2.266 -2.627 7.063
C -2.514 -2.034 5.825
C -1.601 -1.111 5.301
H -0.528 2.204 5.960
H 3.081 -0.432 4.924
H 5.084 0.113 6.245
H 4.870 1.461 8.367
H 2.591 2.192 9.114
H 0.595 1.602 7.803
H 0.734 -1.150 7.783
H -0.893 -2.772 8.725
H -2.969 -3.353 7.472
H -3.406 -2.288 5.256
H -1.784 -0.664 4.325
```

These are the Löwdin partial charges, in e, on atoms 1 to 4:
1 C -0.2515
2 C -0.2574
3 C -0.2925
4 C -0.0894